The following is a DFT calculation (ωB97M-V/def2-TZVPD) of a structure of composition C13H17ClFeO in a non-equilibrium geometry.

Summary:
- gap between HOMO and LUMO (spin up / spin down) (eV) = 5.160 / 5.145
- ⟨S²⟩ = 6.018
- E_LUMO (spin up / spin down) (eV) = 5.68 / 5.67
- HOMO (spin up / spin down) (eV) = 0.519 / 0.525
- 2S+1 = 5
- total charge = -2

XYZ file:
```
33
Properties=species:S:1:pos:R:3:forces:R:3:mulliken_charge:R:1
C -1.928585 -0.766058 -2.393754 -0.5299 0.4065 0.4833 -0.794
C 0.912116 -2.569161 1.684882 0.7916 -0.0710 0.0659 -1.583
H -1.865678 0.976824 -3.797286 0.1119 0.0845 -0.0718 0.381
Cl -1.274012 2.799494 0.634947 -0.2557 1.2679 0.7975 -0.617
C 0.096164 -0.508388 2.989151 0.2000 -0.0312 0.1502 -1.580
Fe 0.043331 1.107889 0.192389 0.1996 -0.2233 -0.5319 0.214
C -0.066291 -1.406018 1.757109 -0.9970 0.9238 -1.4027 0.833
C -2.974305 0.379862 -0.693309 0.1863 -0.4365 -0.9261 -0.823
H -0.611159 0.337206 2.991849 0.1282 -0.3855 -0.2203 0.269
H 0.641031 -3.347223 2.409554 0.0736 -0.0087 -0.0096 0.429
H 0.868339 -0.024896 -2.169992 0.0611 0.3714 0.5822 0.585
C 2.248877 -0.025799 -0.360065 0.5462 0.8236 -1.2272 0.020
H 2.418983 -1.096801 -0.192337 -0.4542 0.6768 0.1245 0.506
C -2.124669 0.578901 -2.825756 -0.4286 -0.3564 0.7222 -0.588
C 1.616504 1.985242 -1.378114 1.1315 -1.2582 0.0664 -0.791
H -0.079387 -1.097865 3.890552 -0.0101 -0.0589 0.2871 0.455
H -3.079591 2.320575 -1.796621 0.1224 0.0860 0.0464 0.356
H -3.474645 0.602627 0.237589 0.1139 0.0859 0.1283 0.414
C -2.772807 1.284952 -1.774896 0.0564 -0.9386 -0.2270 -0.474
H 3.183539 3.173393 -0.292841 -0.5451 0.0590 0.3793 0.417
C 1.441981 0.538601 -1.423779 1.0543 0.3965 0.2518 -1.159
H 3.671230 0.903893 1.088732 -0.3028 0.1560 -0.2400 0.382
C 2.607627 2.253043 -0.376986 -0.4476 -0.2714 -0.2721 -0.383
H 0.895098 -2.998771 0.669467 -0.1204 0.1657 0.3787 0.368
H -1.503836 -1.570956 -2.981314 0.1597 -0.0024 0.0116 0.439
H -1.068275 -1.856684 1.766936 -0.2653 -0.2670 0.6528 0.257
O -0.082897 -0.682630 0.558273 0.2923 -1.1141 1.7289 0.006
C -2.443651 -0.883869 -1.070829 -0.5043 0.6792 -0.9958 -0.212
H 1.110212 -0.080103 3.062102 -0.2040 -0.1694 -0.2131 0.196
H -2.486851 -1.792561 -0.487286 0.1815 -0.0134 0.1248 0.431
H 1.192046 2.681307 -2.102006 0.1127 -0.1662 0.3464 0.449
C 2.934065 1.036000 0.290608 -0.0221 -0.3285 -0.8966 -0.666
H 1.955497 -2.252027 1.893032 -0.4362 -0.0822 -0.0939 0.261
```
Forces are in eV/Å.